This record from the Open Molecules 2025 dataset describes C2HBrI2 as an isolated structure in a non-equilibrium geometry. The level of theory is ωB97M-V/def2-TZVPD.

Structure (XYZ):
```
6
Properties=species:S:1:pos:R:3
C 0.47 -0.22 0.62
C -0.45 -0.06 -0.39
Br 1.21 1.28 1.36
I -0.88 -1.68 -1.58
I -1.29 1.76 -0.87
H 0.93 -1.08 0.86
```

The calculation puts the energy at -3246.163048 Ha. Its multiplicity is 1. Its HOMO energy is -8.91 eV. The calculation puts the HOMO-LUMO gap at 8.888 eV.

Partial charges, natural (NBO), in e:
1 C -0.349
2 C -0.459
3 Br 0.101
4 I 0.235
5 I 0.249
6 H 0.223

---

This record from the Open Molecules 2025 dataset describes one molecule with the formula C5H8O. The level of theory is ωB97M-V/def2-TZVPD.

Structure (XYZ):
```
14
Properties=species:S:1:pos:R:3
O 1.43 -0.27 1.61
C 0.61 -0.16 0.49
C -0.86 -0.34 0.81
C -0.86 0.16 -0.64
C 0.31 1.11 -0.31
C 0.09 -0.95 -1.04
H 2.17 0.35 1.65
H -1.24 0.35 1.57
H -1.14 -1.38 1.00
H -1.72 0.52 -1.20
H 0.97 1.36 -1.15
H 0.03 2.00 0.25
H -0.34 -1.96 -1.00
H 0.54 -0.81 -2.04
```

The calculation puts the energy at -270.442138 Ha. Its multiplicity is 1. Its HOMO energy is -9.56 eV. The calculation puts the HOMO-LUMO gap at 10.470 eV.

natural (NBO) atomic charge list, values in e, 8 entries:
1 O -0.701
2 C 0.321
3 C -0.420
4 C -0.237
5 C -0.433
6 C -0.410
7 H 0.482
8 H 0.196

---

This record from the Open Molecules 2025 dataset describes C12H6Br2NO5Pt as an isolated structure in a non-equilibrium geometry. The level of theory is ωB97M-V/def2-TZVPD.

Structure (XYZ):
```
27
Properties=species:S:1:pos:R:3
Pt 0.38 1.79 0.00
O 4.03 3.62 0.00
C 2.90 3.23 0.00
O 2.39 2.08 0.00
C 1.67 4.39 0.00
O 2.03 5.54 0.00
O 0.55 3.83 0.00
C 2.68 -0.71 0.00
C 1.25 -1.15 0.00
C 0.93 -2.48 0.00
C -0.40 -2.93 0.00
C -1.43 -1.98 0.00
C -2.81 -2.25 0.00
Br -3.42 -4.06 0.00
C -3.77 -1.25 0.00
C -3.37 0.07 0.00
Br -4.63 1.48 0.00
C -2.00 0.42 0.00
O -1.59 1.67 0.00
C -1.06 -0.62 0.00
N 0.26 -0.19 0.00
H 3.32 -1.59 0.00
H 2.90 -0.11 0.88
H 2.90 -0.11 -0.88
H 1.73 -3.20 0.00
H -0.61 -3.99 0.00
H -4.82 -1.50 0.00
```

The calculation puts the energy at -6159.339072 Ha. Its multiplicity is 1. Its HOMO energy is -4.46 eV. The net charge is -1. The calculation puts the HOMO-LUMO gap at 5.986 eV.

natural (NBO) atomic charge list, values in e, 8 entries:
1 Pt 0.967
2 O -0.647
3 C 0.670
4 O -0.764
5 C 0.674
6 O -0.645
7 O -0.735
8 C -0.652

---

This record from the Open Molecules 2025 dataset describes C22H24BrCa2ClILiN2O8P as an isolated structure in a non-equilibrium geometry. The level of theory is ωB97M-V/def2-TZVPD.

Structure (XYZ):
```
63
Properties=species:S:1:pos:R:3
C 6.42 0.34 1.64
C 6.18 1.21 0.39
C 6.09 0.26 -0.81
C 4.94 2.15 0.52
C 3.64 1.37 0.23
C 2.38 1.87 0.91
C 2.13 1.90 2.28
I 3.58 1.23 3.64
C 0.92 2.34 2.74
Cl 0.65 2.30 4.47
C -0.09 2.78 1.92
C 0.15 2.75 0.60
C 1.37 2.30 0.11
C 1.30 2.40 -1.40
O 2.15 2.44 -2.24
N -0.10 2.51 -1.64
C -0.75 1.35 -2.25
C -1.39 0.42 -1.20
C -0.45 -0.40 -0.34
C -1.04 -1.74 -0.07
O -2.20 -1.96 0.02
O -0.12 -2.78 0.12
C -0.75 3.12 -0.57
O -1.78 3.74 -0.57
H 5.71 -0.48 1.70
H 7.42 -0.08 1.59
H 6.38 1.00 2.51
H 7.07 1.82 0.24
H 5.78 0.75 -1.74
H 7.04 -0.25 -0.92
H 5.36 -0.53 -0.63
H 5.09 2.90 -0.26
H 4.95 2.64 1.49
H 3.72 0.30 0.46
H 3.49 1.42 -0.85
H -1.05 3.12 2.29
H -1.50 1.67 -2.98
H 0.01 0.84 -2.84
H -2.00 -0.34 -1.78
H -2.10 0.99 -0.54
H -0.36 0.12 0.62
H 0.57 -0.47 -0.72
H -0.17 -3.09 1.05
Li -1.74 1.80 3.82
N -6.64 -4.73 -2.47
C -6.41 -3.54 -3.00
C -5.48 -2.64 -2.50
C -4.76 -3.01 -1.37
C -4.99 -4.24 -0.80
C -5.94 -5.06 -1.39
H -7.00 -3.29 -3.88
H -5.33 -1.67 -2.98
H -4.02 -2.34 -0.94
H -4.44 -4.56 0.08
H -6.15 -6.04 -0.98
O -4.42 0.07 1.40
P -3.04 -0.13 2.12
O -3.04 0.66 3.43
O -1.93 0.40 1.16
O -2.91 -1.63 2.39
Ca -4.01 0.02 -1.07
Ca 0.34 -4.76 -0.90
Br -6.71 0.44 0.69
```

The calculation puts the energy at -6599.913560 Ha. Its multiplicity is 1. Its HOMO energy is -8.28 eV. The net charge is +1. The calculation puts the HOMO-LUMO gap at 1.811 eV.

Mulliken atomic charge list, values in e, 8 entries:
1 C -1.376
2 C 0.614
3 C -1.502
4 C -0.939
5 C -1.161
6 C 1.883
7 C -1.240
8 I 0.206

---

Q: What is the formula in the second record?
A: C5H8O